The following is a DFT calculation (ωB97M-V with the def2-TZVPD basis set) of MnN2O6S4 as an isolated structure in a non-equilibrium geometry.

The geometry in XYZ format:
```
13
Properties=species:S:1:pos:R:3:forces:R:3:mulliken_charge:R:1
Mn 0.188 0.058 -0.060 0.53 0.27 -0.01 1.107
S -2.568 1.646 0.034 0.23 -1.58 0.05 0.468
S -2.588 -1.342 0.132 -0.65 -1.81 -1.75 0.695
S 2.661 0.068 1.269 -1.71 -1.16 -1.98 0.707
S 2.710 0.114 -1.238 -1.19 -0.02 0.85 0.713
O -1.201 -1.189 -0.508 -1.67 -0.70 0.20 -0.658
O -3.426 -2.197 -0.733 1.20 1.34 1.43 -0.519
O 1.343 -0.196 -1.803 1.53 0.04 -0.03 -0.500
O 1.279 -0.384 1.682 1.65 0.24 0.67 -0.513
O -1.098 1.538 0.372 -1.45 1.05 -0.07 -0.537
O 3.044 -1.066 -0.072 0.03 1.20 0.62 -0.339
N 2.294 1.131 0.047 0.90 -0.47 -0.09 -0.411
N -3.305 0.347 -0.188 0.57 1.59 0.09 -0.213
```
Forces are in eV/Å.

Calculated values
E_LUMO (spin up / spin down) in eV: -1.71 / -1.77
Energy in a.u.: -3304.66542
Orbital gap (spin up / spin down) in Ha: 0.289 / 0.299
Multiplicity: 6
Net charge: 0